46
Properties=species:S:1:pos:R:3 method="wB97M-V/def2-TZVPD" homo_lumo_gap_ev=8.63 multiplicity=1 largest_force_ev_per_a=1.9 de_lowest_ev=0.0000 lumo_ha=0.025 smiles="COc1ccc(C2=C[C@@H](Oc3ccccc3C(F)(F)F)c3ccccc3O2)cc1" energy_ha=-1411.954789
C 2.68 -6.76 -2.48
O 2.04 -5.48 -2.66
C 2.39 -4.45 -1.85
C 1.63 -3.26 -1.99
C 1.83 -2.21 -1.12
C 2.82 -2.27 -0.11
C 3.09 -1.16 0.78
C 2.49 0.06 0.69
C 2.72 1.14 1.66
O 1.58 1.35 2.48
C 0.49 1.99 1.92
C 0.60 3.06 1.03
C -0.54 3.75 0.59
C -1.81 3.25 0.90
C -1.93 2.09 1.66
C -0.80 1.53 2.25
C -0.88 0.38 3.21
F -2.14 0.22 3.71
F -0.05 0.52 4.29
F -0.53 -0.80 2.59
C 3.88 0.84 2.55
C 4.40 1.84 3.38
C 5.60 1.62 4.05
C 6.25 0.38 3.98
C 5.65 -0.66 3.28
C 4.49 -0.41 2.55
O 4.06 -1.43 1.71
C 3.60 -3.45 -0.01
C 3.42 -4.51 -0.88
H 2.18 -7.40 -3.20
H 3.75 -6.69 -2.71
H 2.55 -7.14 -1.46
H 0.86 -3.22 -2.76
H 1.22 -1.31 -1.20
H 1.73 0.22 -0.08
H 2.93 2.06 1.09
H 1.59 3.38 0.68
H -0.42 4.65 0.00
H -2.71 3.77 0.56
H -2.90 1.61 1.84
H 3.88 2.80 3.42
H 6.03 2.43 4.64
H 7.20 0.23 4.49
H 6.08 -1.67 3.26
H 4.37 -3.54 0.75
H 4.04 -5.41 -0.77